[1]
Below is a molecular structure, C20H46BeN6O23S3 in a non-equilibrium geometry, with properties calculated with the ωB97M-V functional and the def2-TZVPD basis.

Structure (ORCA input):
```
! wB97M-V def2-TZVPD RIJCOSX def2/J DEFGRID3
* xyz 0 1
Be 6.702 -24.753 5.366
O 7.017 -22.369 4.562
C 7.785 -21.636 5.490
C 7.805 -22.120 7.054
O 7.765 -23.524 7.459
H 7.567 -20.570 5.544
H 8.793 -21.510 5.095
H 7.052 -21.568 7.615
H 8.720 -21.769 7.532
C 9.445 -23.086 10.507
N 8.100 -23.001 11.131
O 7.412 -22.002 10.932
O 7.757 -23.844 11.945
H 9.440 -24.107 10.126
H 10.209 -22.950 11.273
H 9.532 -22.298 9.760
C 6.486 -25.860 9.496
N 7.815 -26.445 9.772
O 8.545 -26.402 8.849
O 8.077 -26.851 10.949
H 6.581 -24.824 9.821
H 5.803 -26.484 10.074
H 6.332 -25.828 8.417
C 5.376 -19.652 3.074
N 4.448 -18.497 3.323
O 3.958 -18.353 4.417
O 4.068 -17.885 2.357
H 5.477 -19.800 1.999
H 4.837 -20.463 3.563
H 6.344 -19.372 3.490
C 12.115 -21.057 8.102
C 11.615 -22.382 7.408
O 12.874 -22.971 7.007
S 14.242 -22.417 7.762
O 15.105 -21.738 6.804
O 14.870 -23.480 8.543
O 13.279 -21.438 8.727
H 11.334 -20.723 8.785
H 12.345 -20.287 7.367
H 11.036 -22.063 6.541
H 10.942 -23.073 7.915
C 8.703 -21.760 1.275
C 9.778 -21.226 2.126
O 10.191 -20.012 1.577
S 8.905 -19.259 0.833
O 9.358 -18.626 -0.446
O 8.097 -18.539 1.796
O 8.137 -20.694 0.526
H 7.897 -22.206 1.857
H 9.274 -22.466 0.672
H 10.648 -21.882 2.121
H 9.451 -21.059 3.152
C 4.421 -19.582 7.587
C 5.712 -18.857 7.788
O 5.746 -18.672 9.195
S 4.194 -18.164 9.683
O 4.013 -16.692 9.402
O 3.842 -18.643 11.028
O 3.457 -19.049 8.500
H 4.442 -20.541 8.104
H 4.046 -19.755 6.578
H 5.825 -17.875 7.329
H 6.609 -19.463 7.662
C 4.145 -25.247 2.825
O 4.998 -25.542 3.678
N 4.203 -24.264 1.959
C 3.115 -24.153 0.973
C 5.215 -23.236 1.922
H 3.314 -25.941 2.627
H 3.730 -24.071 0.077
H 2.498 -23.276 1.167
H 2.395 -24.958 0.827
H 5.563 -23.100 0.898
H 4.774 -22.332 2.342
H 6.082 -23.532 2.513
C 9.826 -25.749 6.176
O 8.736 -25.956 5.672
N 10.880 -26.545 6.020
C 12.117 -26.261 6.861
C 10.906 -27.821 5.314
H 10.009 -24.935 6.894
H 12.345 -27.070 7.555
H 12.239 -25.253 7.259
H 12.878 -26.429 6.099
H 11.648 -27.707 4.525
H 11.296 -28.641 5.917
H 10.008 -28.073 4.750
C 8.391 -17.803 5.375
O 7.474 -17.250 4.781
N 8.837 -17.522 6.623
C 9.929 -18.252 7.189
C 8.435 -16.341 7.394
H 8.921 -18.697 5.010
H 10.836 -17.663 7.326
H 10.016 -19.234 6.724
H 9.571 -18.506 8.187
H 8.432 -16.459 8.477
H 9.127 -15.520 7.204
H 7.514 -15.900 7.013
*
```

The value obtained for the frontier orbital gap is 6.23 eV. The total energy comes out at -110406.158 eV. The value obtained for the energy above the lowest of the compared OMol25 structures with the same formula, charge and spin is 118.6 kcal per mole. For the HOMO energy, the calculation gives -8.74 eV.

Atomic partial charges in e from the Mulliken method, atoms 1 to 6: number 1, Be, carries 1.20; number 2, O, carries -0.61; number 3, C, carries 1.08; number 4, C, carries 0.32; number 5, O, carries -0.58; number 6, H, carries -0.54

---

[2]
Below is a molecular structure, C20H46CeO4P4 in a non-equilibrium geometry, with properties calculated with the ωB97M-V functional and the def2-TZVPD basis.

Structure (ORCA input):
```
! wB97M-V def2-TZVPD RIJCOSX def2/J DEFGRID3
* xyz 3 2
Ce 0.725 -0.217 -0.154
P 2.834 1.508 1.081
P -0.549 2.280 0.758
P 2.447 -1.961 -2.022
H -2.351 3.253 -2.990
C -2.245 2.224 -3.351
C -3.103 1.252 -3.016
H -3.979 1.438 -2.388
C 3.348 3.248 0.823
C 2.977 1.411 2.907
C 4.385 0.671 0.566
C -2.298 1.992 0.303
C -0.633 2.659 2.555
C -0.312 3.943 0.049
C 1.154 -2.319 -3.284
C 2.821 -3.676 -1.491
C 3.866 -1.626 -3.125
H -1.407 2.035 -4.031
H -2.975 0.227 -3.389
H 3.626 3.407 -0.227
H 4.215 3.474 1.460
H 2.534 3.938 1.077
H 4.034 1.289 3.182
H 2.407 0.551 3.282
H 2.582 2.323 3.374
H 5.210 1.006 1.211
H 4.609 0.917 -0.480
H 4.280 -0.420 0.646
H -2.879 2.863 0.640
H -2.680 1.093 0.805
H -2.423 1.876 -0.783
H -1.402 3.428 2.722
H 0.338 3.038 2.905
H -0.892 1.759 3.133
H -1.195 4.548 0.303
H -0.222 3.903 -1.043
H 0.581 4.421 0.468
H 1.629 -2.769 -4.167
H 0.654 -1.390 -3.588
H 0.392 -2.999 -2.884
H 3.128 -4.292 -2.349
H 1.935 -4.121 -1.018
H 3.636 -3.652 -0.755
H 4.033 -2.479 -3.802
H 4.766 -1.462 -2.518
H 3.678 -0.724 -3.719
C 1.411 1.926 -2.880
C 2.063 3.119 -2.572
C 3.047 3.573 -3.461
C 3.305 2.869 -4.641
C 2.537 1.753 -4.986
C 1.532 1.311 -4.121
O 0.799 1.158 -1.879
H 0.506 1.754 -0.945
H 1.838 3.655 -1.645
H 3.609 4.479 -3.227
H 4.103 3.199 -5.313
H 2.705 1.222 -5.922
H 0.876 0.475 -4.360
C 0.989 -2.157 2.836
O 0.160 -1.133 2.219
P -1.396 -0.752 2.716
O -1.893 -2.047 3.515
C -2.186 -3.385 3.036
O -0.445 -1.886 -0.473
C -1.148 -3.122 -0.593
H 2.027 -1.831 2.711
H 0.838 -3.112 2.316
H 0.750 -2.235 3.903
H -1.257 -3.948 2.889
H -2.769 -3.842 3.840
H -2.780 -3.350 2.117
H -0.495 -3.913 -1.001
H -1.523 -3.457 0.388
H -2.014 -3.017 -1.273
*
```

The value obtained for the frontier orbital gap (alpha / beta) is 4.26 / 4.31 eV. The total energy comes out at -79733.520 eV. The value obtained for the energy above the lowest of the compared OMol25 structures with the same formula, charge and spin is 6.2 kcal per mole. For the HOMO energy (alpha / beta), the calculation gives -16.54 / -16.56 eV.

Atomic partial charges in e from the Mulliken method, atoms 1 to 6: number 1, Ce, carries 0.76; number 2, P, carries 1.22; number 3, P, carries 0.73; number 4, P, carries 0.97; number 5, H, carries 0.32; number 6, C, carries -0.46

---

[3]
Below is 3 unconnected molecules or ions with the total composition C20H46Cl2NO8P2 in a non-equilibrium geometry, with properties calculated with the ωB97M-V functional and the def2-TZVPD basis.

Structure (ORCA input):
```
! wB97M-V def2-TZVPD RIJCOSX def2/J DEFGRID3
* xyz 1 1
C -2.001 -0.002 -1.197
C -2.717 1.348 -1.132
Cl -4.426 0.921 -0.760
C -2.163 2.276 -0.019
Cl -3.396 3.350 0.687
C -0.976 3.207 -0.418
C -0.761 3.523 -1.895
C -0.029 2.448 -2.720
C 1.077 1.667 -1.971
C 0.928 1.536 -0.459
N 0.341 2.752 0.173
H -0.988 0.072 -1.587
H -2.038 -0.481 -0.218
H -2.568 -0.637 -1.876
H -2.770 1.826 -2.106
H -1.826 1.620 0.790
H -1.171 4.156 0.077
H -1.745 3.711 -2.327
H -0.240 4.483 -1.956
H -0.772 1.760 -3.121
H 0.444 2.955 -3.558
H 2.064 2.047 -2.237
H 1.058 0.645 -2.356
H 0.381 0.653 -0.138
H 1.925 1.419 -0.029
H 0.992 3.538 0.137
H 0.180 2.564 1.165
O 6.484 1.999 -3.489
P 6.701 0.881 -2.567
O 5.348 0.164 -2.117
C 4.463 -0.366 -3.111
C 4.989 -1.618 -3.782
O 7.143 1.418 -1.126
C 7.293 2.815 -0.871
C 6.000 3.430 -0.373
O 7.719 -0.307 -2.717
C 8.725 -0.310 -3.765
C 9.631 0.900 -3.698
H 4.246 0.411 -3.850
H 3.538 -0.590 -2.577
H 5.830 -1.390 -4.439
H 4.209 -2.079 -4.388
H 5.336 -2.335 -3.038
H 7.653 3.331 -1.761
H 8.068 2.901 -0.109
H 5.163 3.126 -1.006
H 6.067 4.519 -0.376
H 5.786 3.100 0.645
H 8.231 -0.375 -4.736
H 9.292 -1.227 -3.623
H 9.077 1.819 -3.891
H 10.418 0.819 -4.448
H 10.088 0.984 -2.711
O -4.686 -3.487 4.027
P -5.975 -2.813 3.850
O -6.001 -1.315 4.388
C -5.030 -0.380 3.911
C -5.253 0.020 2.464
O -7.079 -3.420 4.825
C -6.772 -4.480 5.737
C -6.316 -3.945 7.079
O -6.830 -2.743 2.523
C -6.476 -3.536 1.367
C -6.445 -5.019 1.668
H -4.029 -0.800 4.044
H -5.113 0.490 4.560
H -5.025 -0.807 1.789
H -4.605 0.857 2.200
H -6.291 0.308 2.296
H -6.024 -5.147 5.307
H -7.692 -5.053 5.851
H -5.561 -3.169 6.953
H -5.897 -4.747 7.688
H -7.154 -3.504 7.621
H -5.511 -3.198 0.979
H -7.229 -3.311 0.615
H -5.658 -5.260 2.383
H -6.255 -5.583 0.755
H -7.395 -5.342 2.094
*
```

The value obtained for the frontier orbital gap is 8.65 eV. The total energy comes out at -82977.986 eV. For the HOMO energy, the calculation gives -11.97 eV.

Atomic partial charges in e from the Mulliken method, atoms 1 to 6: number 1, C, carries -1.42; number 2, C, carries 0.18; number 3, Cl, carries -0.12; number 4, C, carries 0.08; number 5, Cl, carries -0.10; number 6, C, carries -0.45